{"formula": "C39H43AsBaN4O3Si", "method": "ωB97M-V/def2-TZVPD", "symbols": ["Ba", "C", "C", "C", "C", "C", "C", "H", "H", "H", "H", "H", "H", "O", "C", "C", "C", "C", "C", "C", "C", "C", "N", "H", "H", "H", "H", "H", "H", "H", "H", "H", "H", "H", "C", "As", "C", "C", "H", "H", "H", "H", "H", "H", "H", "H", "H", "O", "Si", "C", "C", "C", "C", "C", "C", "C", "C", "C", "C", "C", "C", "C", "C", "C", "C", "C", "C", "H", "H", "H", "H", "H", "H", "H", "H", "H", "H", "H", "H", "H", "H", "H", "N", "C", "O", "C", "C", "N", "C", "N", "H", "H"], "coordinates": [[-0.035, -1.061, 1.273], [0.834, -2.779, 3.087], [1.150, -1.514, 3.584], [1.983, -0.670, 2.847], [2.523, -1.106, 1.631], [2.198, -2.366, 1.129], [1.348, -3.200, 1.857], [0.205, -3.438, 3.672], [0.757, -1.202, 4.542], [2.232, 0.311, 3.232], [3.202, -0.469, 1.084], [2.615, -2.690, 0.185], [1.123, -4.191, 1.487], [-4.025, -0.385, 2.082], [-4.187, 1.017, 1.894], [-4.909, 1.225, 0.585], [-4.044, 0.810, -0.610], [-3.038, 1.863, -1.010], [-3.435, 2.986, -1.738], [-2.490, 3.904, -2.149], [-1.160, 3.678, -1.823], [-0.860, 2.554, -1.081], [-1.764, 1.663, -0.660], [-3.173, -0.550, 2.501], [-3.210, 1.513, 1.866], [-4.763, 1.449, 2.718], [-5.193, 2.279, 0.501], [-5.830, 0.638, 0.598], [-4.678, 0.566, -1.465], [-3.493, -0.091, -0.341], [-4.480, 3.113, -1.994], [-2.779, 4.770, -2.731], [-0.369, 4.344, -2.139], [0.170, 2.351, -0.814], [-4.270, -2.703, 0.088], [-2.644, -2.646, 1.139], [-1.921, -4.403, 0.590], [-3.417, -3.211, 2.845], [-4.739, -3.680, 0.204], [-4.062, -2.523, -0.966], [-4.941, -1.926, 0.450], [-2.744, -5.117, 0.540], [-1.191, -4.765, 1.314], [-1.434, -4.346, -0.384], [-3.716, -4.257, 2.776], [-4.288, -2.587, 3.044], [-2.727, -3.075, 3.678], [0.873, -0.547, -0.693], [2.054, 0.009, -1.666], [1.321, 0.619, -3.280], [-0.053, 0.503, -3.504], [-0.636, 0.959, -4.682], [0.153, 1.541, -5.662], [1.524, 1.659, -5.466], [2.097, 1.199, -4.290], [2.955, 1.432, -0.816], [4.168, 1.948, -1.283], [4.808, 2.999, -0.638], [4.252, 3.558, 0.504], [3.052, 3.064, 0.996], [2.419, 2.018, 0.338], [3.331, -1.298, -2.096], [4.595, -1.390, -1.505], [5.476, -2.416, -1.830], [5.104, -3.377, -2.758], [3.853, -3.310, -3.359], [2.982, -2.282, -3.031], [-0.676, 0.060, -2.735], [-1.704, 0.862, -4.832], [-0.297, 1.901, -6.579], [2.143, 2.107, -6.234], [3.170, 1.297, -4.162], [4.629, 1.520, -2.166], [5.743, 3.381, -1.026], [4.756, 4.371, 1.011], [2.613, 3.489, 1.891], [1.486, 1.643, 0.746], [4.906, -0.651, -0.775], [6.452, -2.460, -1.363], [5.786, -4.176, -3.018], [3.563, -4.056, -4.088], [2.014, -2.238, -3.520], [-0.397, 2.591, 2.997], [-0.893, 1.401, 3.449], [-1.089, 0.480, 2.595], [-1.108, 1.196, 4.821], [-0.844, 2.251, 5.739], [-0.571, 3.140, 6.421], [-1.526, -0.087, 5.260], [-1.867, -1.152, 5.548], [-0.542, 2.772, 2.015], [-0.406, 3.390, 3.611]], "atomic_forces_ev_per_a": [[-6.33, 2.21, -4.22], [0.92, -0.65, 0.77], [1.00, -0.50, 0.89], [1.50, -0.49, 0.82], [1.60, -0.49, 0.82], [1.51, -0.81, 0.66], [1.28, -0.82, 0.71], [-0.08, 0.04, -0.04], [-0.08, 0.05, -0.05], [-0.04, 0.04, -0.05], [-0.06, 0.04, -0.04], [-0.03, 0.03, -0.03], [-0.09, 0.03, -0.06], [-0.07, 0.23, 0.22], [0.11, 0.16, 0.04], [-0.08, 0.09, -0.14], [0.11, 0.12, 0.06], [0.02, -0.15, -0.01], [-0.10, -0.11, -0.01], [0.09, 0.04, -0.03], [-0.12, 0.07, -0.01], [0.04, -0.11, 0.21], [-0.02, 0.06, -0.11], [0.06, 0.38, 0.26], [-0.07, -0.08, 0.00], [0.01, -0.08, 0.04], [-0.06, -0.04, -0.04], [-0.01, 0.02, 0.02], [0.01, 0.07, -0.04], [0.00, -0.01, -0.07], [0.00, 0.00, 0.00], [0.00, 0.00, 0.01], [-0.01, 0.01, -0.01], [0.00, -0.05, -0.02], [-0.29, -0.05, -0.17], [-0.84, -1.14, -0.10], [-0.08, 0.02, 0.03], [-0.09, -0.04, 0.05], [-0.03, 0.00, -0.04], [0.05, -0.05, -0.02], [0.09, -0.09, 0.01], [0.05, -0.06, -0.02], [-0.03, 0.02, 0.06], [-0.05, 0.04, -0.02], [-0.03, 0.01, 0.04], [0.02, -0.07, -0.04], [0.09, -0.02, -0.03], [1.68, 0.72, -2.16], [-0.84, -0.15, 0.41], [-0.07, 0.05, -0.23], [-0.01, -0.01, 0.00], [0.06, -0.02, 0.05], [0.03, 0.02, -0.03], [-0.05, -0.01, 0.01], [-0.04, -0.02, 0.08], [0.10, 0.15, 0.19], [-0.07, 0.06, 0.00], [-0.02, -0.04, -0.03], [-0.01, 0.02, 0.03], [0.03, -0.01, -0.05], [0.10, -0.04, -0.01], [0.14, -0.17, -0.06], [-0.07, -0.06, 0.01], [-0.05, 0.02, 0.00], [0.01, -0.04, -0.01], [-0.01, 0.03, 0.03], [0.08, 0.01, 0.05], [0.02, 0.00, 0.03], [-0.01, 0.00, 0.01], [0.00, 0.00, 0.00], [0.01, 0.00, 0.00], [0.01, -0.01, 0.01], [0.01, -0.01, -0.01], [0.01, -0.01, 0.00], [-0.01, 0.01, 0.00], [-0.02, -0.01, 0.00], [-0.01, -0.03, -0.01], [0.00, 0.04, -0.01], [0.00, -0.01, 0.01], [0.01, 0.01, 0.01], [0.00, 0.00, 0.00], [-0.02, 0.03, 0.00], [-0.09, 0.03, -0.05], [-0.01, -0.08, 0.04], [-0.84, 1.59, 1.35], [0.04, 0.15, 0.38], [0.04, -0.34, -0.13], [-0.06, 0.09, 0.01], [-0.04, 0.34, -0.21], [0.07, -0.14, -0.01], [-0.01, -0.02, 0.00], [0.01, -0.03, 0.04]], "lowdin_charge": [1.952, -0.179, -0.175, -0.175, -0.192, -0.185, -0.196, 0.126, 0.109, 0.132, 0.104, 0.116, 0.116, -0.164, -0.237, -0.165, -0.138, -0.278, -0.025, -0.062, -0.053, -0.145, 0.130, 0.013, 0.105, 0.124, 0.117, 0.115, 0.120, 0.077, 0.116, 0.108, 0.109, 0.079, -0.306, 0.980, -0.312, -0.284, 0.032, 0.030, 0.017, 0.024, 0.006, 0.025, 0.031, 0.028, 0.004, -0.675, 0.440, -0.223, -0.102, -0.087, -0.096, -0.091, -0.087, -0.220, -0.097, -0.080, -0.087, -0.078, -0.131, -0.227, -0.107, -0.086, -0.093, -0.086, -0.087, 0.088, 0.100, 0.098, 0.099, 0.097, 0.099, 0.103, 0.102, 0.100, 0.068, 0.095, 0.101, 0.100, 0.101, 0.106, 0.190, -0.530, -0.397, -0.206, -0.238, 0.131, -0.230, 0.152, 0.098, 0.098], "gap_ev": 7.8, "max_force_ev_per_a": 7.926, "lumo_ha": -0.01267, "homo_energy_ha": -0.301, "total_charge": 0, "molar_mass_g_mol": 856.1, "relative_energy_kj_mol": 422.0}